DFT (the ωB97M-V functional and the def2-TZVPD basis) results for a structure of composition C23H18F3IN3O3S2Ti.

**<S²>**: 2.025
**Kohn-Sham gap (alpha / beta)**: 4.83 / 8.03 eV
**Charge**: -1
**2S+1**: 3

XYZ file:
```
54
Properties=species:S:1:pos:R:3:lowdin_spin:R:1
Ti -0.0720 -1.4958 -0.4793 1.05
C 1.6986 1.8481 1.6713 0.00
C 1.4906 0.5404 0.9593 0.03
N 0.3068 0.1486 0.6323 -0.01
N -0.7911 0.9868 0.9599 0.01
C -1.5987 1.0796 -0.0468 0.00
S -1.4301 0.3813 -1.6155 0.01
S -3.0386 2.0720 0.3515 0.00
C -3.0235 3.2489 -1.0366 0.00
C -1.8658 4.2133 -0.9673 0.00
C -0.6798 3.9700 -1.6549 0.00
C 0.3973 4.8357 -1.5275 0.00
C 0.3043 5.9593 -0.7224 0.00
C -0.8794 6.2173 -0.0440 0.00
C -1.9508 5.3493 -0.1664 0.00
C 2.6614 -0.2756 0.5357 0.00
C 3.8393 -0.1930 1.2908 0.00
C 4.9739 -0.8995 0.9538 0.00
C 4.9519 -1.7023 -0.1859 0.00
C 3.8176 -1.8012 -0.9602 0.00
C 2.6468 -1.1080 -0.6133 0.01
O 1.5842 -1.2311 -1.4018 0.00
H 1.1221 2.6280 1.1698 0.00
H 2.7448 2.1326 1.6966 0.00
H 1.3092 1.7837 2.6893 0.00
H -3.9652 3.7927 -0.9511 0.00
H -3.0406 2.6968 -1.9761 0.00
H -0.6016 3.0854 -2.2672 0.00
H 1.3165 4.6251 -2.0577 0.00
H 1.1462 6.6320 -0.6226 0.00
H -0.9676 7.0910 0.5896 0.00
H -2.8638 5.5429 0.3837 0.00
H 3.8478 0.4244 2.1781 0.00
H 5.8617 -0.8355 1.5660 0.00
H 5.8354 -2.2622 -0.4659 0.00
H 3.7794 -2.4237 -1.8440 0.00
F 1.6581 -5.7136 -0.4898 0.00
C 0.7385 -4.7712 -0.2336 0.00
F 0.6750 -3.9839 -1.3402 0.01
F -0.4491 -5.3918 -0.1123 0.00
C 1.0840 -3.9451 1.0425 0.00
O 1.6445 -4.5259 1.9469 0.00
O 0.7344 -2.7181 1.0099 0.02
I -2.1258 -2.9607 -3.0816 0.04
C -2.6397 -3.1264 -1.0580 0.15
C -3.7080 -3.9046 -0.7177 0.02
C -4.1133 -3.9927 0.6222 0.25
C -3.4147 -3.1883 1.5425 0.04
C -2.3609 -2.4228 1.1489 0.14
N -1.8848 -2.4063 -0.1642 0.18
H -4.2337 -4.4405 -1.4950 0.00
H -4.9309 -4.6271 0.9219 0.02
H -3.7102 -3.1518 2.5825 0.00
H -1.8306 -1.7865 1.8538 0.01
```



DFT (the ωB97M-V functional and the def2-TZVPD basis) results for a structure of composition C23H18F3N5O4Pt.

**Kohn-Sham gap (alpha / beta)**: 6.29 / 6.29 eV
**Energy relative to the best compared isomer or geometry (same formula, charge and spin)**: 0.0 kcal/mol
**Charge**: +2
**2S+1**: 1

XYZ file:
```
54
Properties=species:S:1:pos:R:3:mulliken_charge:R:1
Pt -0.2171 -0.2458 0.1674 0.91
C 7.2378 6.7390 3.9944 -0.86
O 6.0039 6.0538 3.6456 -0.32
C 5.7328 4.8796 4.1025 0.98
C 4.4674 4.3469 3.6713 -0.91
C 4.0698 3.1282 4.0762 0.09
C 4.9397 2.3493 4.9315 0.28
C 6.1821 2.9245 5.3888 -0.47
C 6.5846 4.1481 4.9781 -0.55
N 4.7158 1.1333 5.3610 -0.80
N 3.6044 0.5409 5.0789 0.04
C 3.2423 -0.0098 3.9895 0.02
C 4.1579 -0.1825 2.8516 -0.42
C 3.7039 -0.4661 1.6304 -0.83
C 2.2710 -0.5454 1.4124 0.92
O 1.8027 -0.5730 0.2641 -0.69
C 1.3692 -0.6355 2.5738 0.44
N 0.0717 -0.8259 2.2912 -0.59
C -0.7994 -0.8782 3.2899 -0.25
C -0.4014 -0.7306 4.6163 -0.83
C 0.9245 -0.4802 4.9068 -0.50
C 1.8378 -0.4312 3.8542 1.11
H 7.2045 7.6672 3.4375 0.25
H 8.0906 6.1401 3.6830 0.39
H 7.2514 6.9365 5.0640 0.39
H 3.8571 4.9665 3.0283 0.52
H 3.1091 2.7490 3.7472 0.40
H 6.7829 2.3253 6.0612 0.50
H 7.5223 4.5642 5.3134 0.49
H 5.2130 -0.0307 3.0427 0.53
H 4.3438 -0.5563 0.7630 0.52
H -1.8355 -1.0312 3.0191 0.41
H -1.1405 -0.7858 5.4028 0.45
H 1.2544 -0.3220 5.9250 0.55
N -2.6496 -2.1032 0.7339 -0.36
C -3.1014 -0.8774 0.3355 1.03
C -4.4697 -0.5797 0.3471 -0.90
C -4.8948 0.6591 -0.0577 -0.20
C -3.9592 1.6068 -0.4827 -0.78
C -2.6364 1.2768 -0.4475 -0.13
N -2.2012 0.0570 -0.0303 -0.15
H -3.3429 -2.8202 0.8729 0.25
H -1.7654 -2.4362 0.3864 0.15
H -5.1691 -1.3432 0.6588 0.31
H -5.9509 0.8931 -0.0578 0.43
H -4.2569 2.5839 -0.8314 0.42
H -1.8618 1.9686 -0.7419 0.53
F 0.3274 4.5547 1.6723 -0.26
C 1.1164 4.0074 0.7332 0.66
F 0.7161 4.4288 -0.4575 -0.23
F 2.3674 4.4490 0.9438 -0.23
C 1.0535 2.4609 0.8786 0.41
O 1.8466 1.9393 1.6603 -0.35
O 0.1184 1.9312 0.2060 -0.79
```



DFT (the ωB97M-V functional and the def2-TZVPD basis) results for an isolated molecule of C23H18FN5O in a non-equilibrium geometry.

**Kohn-Sham gap**: 8.20 eV
**Charge**: 0
**SMILES**: N#Cc1cccc(COc2ccc(-c3nn(CCF)cc3-c3ccncc3)cc2)n1
**2S+1**: 1

XYZ file:
```
48
Properties=species:S:1:pos:R:3:mulliken_charge:R:1
N -6.4260 1.8185 4.8447 -0.46
C -5.3318 1.4729 4.6515 0.17
C -3.9256 1.2058 4.7465 0.25
C -2.9941 2.1563 5.3090 -0.28
C -1.5629 1.9008 5.3053 -0.72
C -1.2463 0.6319 4.7991 -0.15
C -2.1827 -0.2851 4.3416 0.44
C -1.6654 -1.6395 3.8836 -0.89
O -0.2762 -1.5817 3.5094 -0.49
C 0.1548 -1.1887 2.2498 0.71
C -0.4960 -0.4656 1.3087 -0.02
C 0.0095 -0.1527 0.0815 -1.44
C 1.3779 -0.3417 -0.2590 0.26
C 1.9323 -0.0906 -1.5641 0.17
N 3.0963 0.4747 -1.8306 -0.97
N 3.1877 0.5784 -3.1479 0.67
C 4.3054 1.2745 -3.7214 -0.76
C 4.0139 2.7300 -4.1298 -0.29
F 3.2272 2.6696 -5.2522 -0.29
C 2.0409 0.1838 -3.8276 -0.75
C 1.2332 -0.2882 -2.8431 0.96
C -0.0580 -0.9764 -3.0875 0.35
C -0.9104 -0.4297 -4.0589 -0.71
C -2.0537 -1.1738 -4.3551 -0.39
N -2.5258 -2.1367 -3.6364 -0.64
C -1.7950 -2.5288 -2.5958 -0.45
C -0.5160 -2.0451 -2.3365 -0.26
C 2.1081 -1.1776 0.6507 -0.46
C 1.5110 -1.5612 1.8977 -0.65
N -3.5033 -0.0002 4.2902 -0.51
H -3.4001 3.0548 5.7163 0.43
H -0.8324 2.5986 5.6955 0.45
H -0.2640 0.3748 4.8406 0.63
H -1.7080 -2.2343 4.7669 0.34
H -2.1761 -2.0518 3.0406 0.49
H -1.5090 -0.2855 1.7179 0.33
H -0.4653 0.3853 -0.6628 0.67
H 4.5924 0.7427 -4.6383 0.34
H 5.0267 1.4646 -2.9271 0.40
H 5.0794 3.2192 -4.3408 0.27
H 3.4601 3.1933 -3.2876 0.30
H 1.7411 0.1870 -4.8901 0.45
H -0.6951 0.3914 -4.6900 0.51
H -2.6625 -0.7744 -5.1380 0.38
H -2.2027 -3.3201 -2.0107 0.42
H 0.0339 -2.4366 -1.4867 0.49
H 3.1535 -1.4346 0.4131 0.36
H 2.0993 -2.1082 2.6577 0.35
```



DFT (the ωB97M-V functional and the def2-TZVPD basis) results for a structure of composition C23H19AlCl2N5OS2.

**Kohn-Sham gap**: 6.66 eV
**Energy relative to the best compared isomer or geometry (same formula, charge and spin)**: 0.0 kcal/mol
**Charge**: +1
**2S+1**: 1

XYZ file:
```
53
Properties=species:S:1:pos:R:3:mulliken_charge:R:1
Al 0.0103 -0.2541 -0.2395 0.00
C -2.5760 4.7517 -0.3786 -0.83
S -1.1072 4.2009 -1.2620 0.05
C -0.8978 2.5884 -0.6910 0.67
S 0.4975 1.7877 -1.2953 -0.49
N -1.8009 2.1130 0.1566 -1.57
N -1.5249 0.8387 0.5251 0.93
C -2.2728 0.2560 1.3857 -0.62
C -1.9114 -1.1312 1.7110 1.16
C -2.5685 -1.8967 2.6566 -1.03
C -2.1164 -3.1861 2.8956 -0.27
C -1.0261 -3.6705 2.1899 -0.94
C -0.4218 -2.8478 1.2554 -0.08
N -0.8616 -1.6111 1.0182 0.28
H -2.7177 5.7874 -0.6812 0.36
H -2.4222 4.6973 0.6950 0.27
H -3.4419 4.1610 -0.6633 0.27
H -3.1156 0.7610 1.8454 0.47
H -3.4114 -1.4843 3.1940 0.49
H -2.6105 -3.8075 3.6303 0.44
H -0.6453 -4.6674 2.3566 0.45
H 0.4338 -3.1648 0.6716 0.62
Cl 3.7488 -2.4373 -2.2621 -0.21
C 3.7284 -1.4755 -0.8318 0.57
C 4.9466 -1.1648 -0.1860 -0.60
C 4.9669 -0.4144 0.9512 0.63
Cl 6.4728 -0.0562 1.7235 -0.23
C 3.7589 0.0790 1.5109 -0.66
C 3.6489 0.8554 2.6842 -0.65
C 2.4160 1.2640 3.1162 -1.13
C 1.2779 0.9201 2.3709 0.11
N 1.3465 0.2002 1.2744 0.24
C 2.5674 -0.2362 0.8448 0.81
C 2.5320 -1.0315 -0.3344 -0.46
O 1.3383 -1.2909 -0.8598 -0.26
H 5.8709 -1.5337 -0.6080 0.48
H 4.5431 1.1215 3.2312 0.46
H 2.3058 1.8573 4.0119 0.43
H 0.2941 1.2626 2.6716 0.53
N -1.2113 -1.0077 -1.7451 -0.17
C -1.0247 -0.4405 -3.0743 0.23
C -1.9259 0.5037 -3.5303 -0.31
C -1.7130 1.1019 -4.7633 -0.71
C -0.6093 0.7496 -5.5260 -0.54
C 0.2819 -0.2045 -5.0542 -0.71
C 0.0811 -0.8061 -3.8208 -0.28
H -0.9845 -2.0004 -1.7712 0.44
H -2.1947 -0.9429 -1.4942 0.42
H -2.7799 0.7868 -2.9239 0.34
H -2.4108 1.8450 -5.1247 0.40
H -0.4443 1.2169 -6.4870 0.41
H 1.1452 -0.4800 -5.6449 0.41
H 0.7912 -1.5243 -3.4298 0.36
```



- The highest 2S+1 belongs to which entry?
  C23H18F3IN3O3S2Ti



- charge of number 2 (C23H18F3N5O4Pt)?
  +2